The following is a DFT calculation (ωB97M-V/def2-TZVPD) of a cluster of 2 separate species, C5H16N2 in total.

## Properties
HOMO-LUMO gap (eV): 9.12
Energy relative to the best compared isomer or geometry (same formula, charge and spin) (kcal/mol): 27.0
HOMO (eV): -8.12
Charge: 0
SMILES: CCNC.CNC

Each line ends with the Mulliken charge.
Atoms and positions in Å:
1 C 2.03 -0.76 0.32  -0.448
2 C 0.34 -2.29 -0.58  -1.049
3 C 1.72 0.47 1.16  -0.865
4 N 0.98 -0.99 -0.69  -0.341
5 H 1.35 -0.87 -1.62  0.209
6 H 2.10 -1.64 0.97  0.309
7 H 3.01 -0.65 -0.16  0.294
8 H -0.42 -2.38 -1.35  0.325
9 H -0.15 -2.35 0.40  0.336
10 H 1.03 -3.14 -0.67  0.381
11 H 2.06 1.37 0.65  0.232
12 H 0.60 0.59 1.25  0.312
13 H 2.23 0.41 2.13  0.347
14 C -2.31 0.52 0.59  -1.056
15 C -1.24 2.10 -0.89  -0.997
16 N -1.06 0.99 0.03  -0.116
17 H -0.52 0.21 -0.42  0.217
18 H -1.66 2.95 -0.35  0.315
19 H -2.11 -0.31 1.26  0.284
20 H -2.77 1.33 1.17  0.384
21 H -3.04 0.20 -0.17  0.323
22 H -0.27 2.38 -1.29  0.294
23 H -1.91 1.86 -1.73  0.310

---

The following is a DFT calculation (ωB97M-V/def2-TZVPD) of a cluster of 3 separate species, C5H16N2O in total.

## Properties
HOMO-LUMO gap (spin up / spin down) (eV): 7.51 / 6.62
⟨S²⟩: 0.75
Energy relative to the best compared isomer or geometry (same formula, charge and spin) (kcal/mol): 19.1
HOMO (spin up / spin down) (eV): -3.34 / -3.34
Charge: -1
2S+1: 2

Each line ends with the Mulliken charge.
Atoms and positions in Å:
1 C -2.23 -1.40 -2.39  -0.702
2 C -1.06 -0.58 -2.98  -0.599
3 N -0.91 -1.75 1.55  -0.614
4 C -0.60 -0.35 1.45  -0.275
5 C 0.92 -0.18 1.52  -0.557
6 N 1.24 1.20 1.54  -0.568
7 C 2.64 1.36 1.24  -0.962
8 H -2.28 -2.38 -2.88  0.298
9 H -3.16 -0.85 -2.47  0.236
10 H -1.99 -1.59 -1.35  0.138
11 H -1.23 -0.23 -4.00  0.330
12 H -0.15 -1.18 -2.95  0.232
13 H -0.87 0.28 -2.32  0.087
14 H -1.00 0.27 2.25  0.320
15 H -0.92 0.06 0.49  0.236
16 H 1.28 -0.72 2.40  0.380
17 H 1.35 -0.68 0.64  0.257
18 H 0.67 1.60 0.75  0.546
19 H 2.86 1.06 0.20  0.313
20 H 3.05 2.35 1.45  0.296
21 H 3.22 0.65 1.84  0.327
22 H -1.04 -1.93 2.55  0.261
23 H 0.27 2.20 -1.45  0.066
24 O 0.14 1.43 -0.88  -1.046

---

The following is a DFT calculation (ωB97M-V/def2-TZVPD) of a cluster of 2 separate species, C5H16N2O in total.

## Properties
HOMO-LUMO gap (eV): 9.54
Energy relative to the best compared isomer or geometry (same formula, charge and spin) (kcal/mol): 24.5
HOMO (eV): -8.64
Charge: 0
SMILES: CCN[C@@H](C)CN.O

Each line ends with the Mulliken charge.
Atoms and positions in Å:
1 C 1.95 -0.56 -1.79  -1.201
2 C 1.28 -0.82 -0.46  -0.346
3 N 0.24 0.19 -0.15  -0.350
4 C 0.84 0.98 2.14  -1.326
5 C -0.11 0.12 1.28  0.215
6 C -1.60 0.58 1.47  -0.928
7 N -2.50 0.59 0.38  -0.580
8 H 2.78 0.16 -1.76  0.338
9 H 1.20 -0.09 -2.43  0.278
10 H 2.27 -1.48 -2.27  0.333
11 H 0.74 -1.76 -0.59  0.247
12 H 1.84 -0.99 0.47  0.443
13 H 0.39 1.13 -0.50  0.283
14 H 1.40 0.43 2.91  0.280
15 H 1.65 1.35 1.50  0.333
16 H 0.29 1.77 2.63  0.411
17 H -0.05 -0.94 1.53  0.377
18 H -1.98 0.05 2.34  0.370
19 H -1.56 1.62 1.82  0.364
20 H -2.26 1.21 -0.38  0.236
21 H -2.75 -0.32 0.02  0.258
22 H -1.26 -0.61 -2.09  0.284
23 H -1.28 -1.22 -3.50  0.314
24 O -1.52 -1.40 -2.58  -0.634

---

The following is a DFT calculation (ωB97M-V/def2-TZVPD) of a cluster of 2 separate species, C5H16N2O in total.

## Properties
HOMO-LUMO gap (eV): 9.54
Energy relative to the best compared isomer or geometry (same formula, charge and spin) (kcal/mol): 44.9
HOMO (eV): -8.64
Charge: 0
SMILES: C[C@H](N)CN(C)C.O

Each line ends with the Mulliken charge.
Atoms and positions in Å:
1 N -0.93 -0.46 1.84  -0.681
2 C -0.98 -0.70 0.34  0.469
3 C -2.45 -0.47 -0.08  -1.513
4 C 0.05 0.16 -0.35  -1.029
5 N 1.30 -0.52 -0.63  0.061
6 C 2.44 0.08 0.07  -1.045
7 C 1.62 -0.71 -2.04  -1.032
8 H -1.62 -1.15 2.12  0.237
9 H -0.04 -0.68 2.30  0.204
10 H -0.82 -1.77 0.13  0.519
11 H -2.73 -1.38 -0.59  0.371
12 H -3.18 -0.19 0.69  0.448
13 H -2.55 0.41 -0.69  0.334
14 H -0.44 0.60 -1.21  0.413
15 H 0.15 1.09 0.27  0.232
16 H 2.19 0.62 1.00  0.379
17 H 3.13 0.57 -0.62  0.327
18 H 3.08 -0.71 0.53  0.307
19 H 0.87 -0.45 -2.77  0.365
20 H 2.51 -0.18 -2.40  0.319
21 H 1.58 -1.80 -2.19  0.321
22 H -1.28 1.79 1.44  0.393
23 H -0.66 3.14 1.11  0.309
24 O -1.25 2.71 1.73  -0.709

---

The following is a DFT calculation (ωB97M-V/def2-TZVPD) of a cluster of 2 separate species, C5H16N2O in total.

## Properties
HOMO-LUMO gap (eV): 8.61
Energy relative to the best compared isomer or geometry (same formula, charge and spin) (kcal/mol): 45.7
HOMO (eV): -7.98
Charge: 0
SMILES: C[C@@H](CN)N(C)C.O

Each line ends with the Mulliken charge.
Atoms and positions in Å:
1 C 0.91 1.42 1.91  -1.159
2 N 0.05 0.80 0.94  0.161
3 C -1.27 0.51 1.55  -1.123
4 C 0.37 2.38 -1.02  -1.533
5 C 0.06 0.95 -0.49  0.224
6 C 1.06 -0.03 -1.14  -0.779
7 N 1.34 -1.26 -0.43  -0.605
8 H 1.86 1.75 1.45  0.349
9 H 0.45 2.23 2.48  0.372
10 H 1.36 0.63 2.52  0.363
11 H -1.59 -0.38 1.01  0.318
12 H -1.26 0.50 2.64  0.379
13 H -1.98 1.33 1.34  0.315
14 H -0.15 3.12 -0.45  0.379
15 H 1.46 2.60 -0.92  0.347
16 H 0.13 2.54 -2.07  0.392
17 H -0.92 0.85 -0.95  0.432
18 H 1.97 0.58 -1.02  0.301
19 H 0.77 -0.10 -2.19  0.369
20 H 1.20 -1.22 0.57  0.244
21 H 0.85 -2.00 -0.90  0.258
22 H -2.63 -3.75 -0.57  0.316
23 H -1.44 -4.51 -0.68  0.317
24 O -2.06 -4.06 -1.29  -0.638

---

The following is a DFT calculation (ωB97M-V/def2-TZVPD) of a cluster of 3 separate species, C5H16N2O in total.

## Properties
HOMO-LUMO gap (eV): 7.72
Energy relative to the best compared isomer or geometry (same formula, charge and spin) (kcal/mol): 115.8
HOMO (eV): -8.25
Charge: 0

Each line ends with the Mulliken charge.
Atoms and positions in Å:
1 N 0.41 -1.52 -0.69  -0.964
2 C 1.03 -0.33 -0.89  0.333
3 C 0.26 0.95 -0.15  -0.745
4 C -1.19 1.50 -0.43  -0.587
5 C -1.82 1.92 0.88  -1.463
6 C 0.73 0.60 -1.91  -0.960
7 N 2.46 -2.07 1.42  -0.662
8 H 1.61 -1.92 0.86  0.356
9 H 0.18 -1.97 -1.56  0.137
10 H 2.06 -0.23 -0.55  0.360
11 H 0.10 0.44 0.82  0.458
12 H 0.87 1.81 0.09  0.578
13 H -1.83 0.72 -0.86  0.421
14 H -1.09 2.28 -1.19  0.551
15 H -1.29 2.79 1.29  0.353
16 H -2.81 2.34 0.71  0.379
17 H -1.83 1.11 1.59  0.369
18 H 1.64 0.74 -2.49  0.318
19 H -0.21 0.60 -2.44  0.388
20 H 2.94 -2.91 1.17  0.179
21 H 2.29 -2.06 2.40  0.193
22 H -1.88 -2.17 1.02  0.266
23 H -0.89 -1.36 0.16  0.429
24 O -1.74 -1.27 0.74  -0.687

---

The following is a DFT calculation (ωB97M-V/def2-TZVPD) of a cluster of 2 separate species, C5H16N2O in total.

## Properties
HOMO-LUMO gap (eV): 9.16
Energy relative to the best compared isomer or geometry (same formula, charge and spin) (kcal/mol): 60.7
HOMO (eV): -8.54
Charge: 0
SMILES: CC[C@H](C)NCN.O

Each line ends with the Mulliken charge.
Atoms and positions in Å:
1 C 1.16 1.26 0.91  -1.503
2 C 0.21 0.05 0.87  0.291
3 C 0.38 -0.85 2.13  -0.559
4 C 0.56 -2.34 1.82  -1.216
5 N -1.21 0.32 0.72  -0.407
6 C -1.70 0.55 -0.68  -0.243
7 N -2.65 1.68 -0.67  -0.610
8 H 1.33 1.65 1.92  0.386
9 H 2.12 1.15 0.41  0.346
10 H 0.74 2.09 0.35  0.386
11 H 0.44 -0.54 -0.04  0.319
12 H -0.29 -0.52 3.00  0.256
13 H 1.44 -0.48 2.53  0.314
14 H 1.02 -2.77 2.72  0.334
15 H -0.50 -2.63 1.73  0.300
16 H 1.11 -2.67 0.97  0.378
17 H -1.50 1.14 1.31  0.297
18 H -0.75 0.74 -1.37  0.232
19 H -2.33 -0.25 -1.26  0.240
20 H -2.07 2.38 -0.41  0.244
21 H -3.45 1.66 -0.15  0.215
22 H 2.33 -0.01 -5.09  0.322
23 H 1.89 -1.35 -5.88  0.338
24 O 1.76 -0.26 -5.85  -0.660

---

The following is a DFT calculation (ωB97M-V/def2-TZVPD) of a cluster of 2 separate species, C5H16N2O in total.

## Properties
HOMO-LUMO gap (eV): 9.44
Energy relative to the best compared isomer or geometry (same formula, charge and spin) (kcal/mol): 33.6
HOMO (eV): -8.43
Charge: 0
SMILES: CCNCCNC.O

Each line ends with the Mulliken charge.
Atoms and positions in Å:
1 C -1.51 2.44 0.72  -1.031
2 C -0.68 2.00 -0.50  -0.437
3 N -0.26 0.61 -0.42  -0.237
4 C 0.65 0.25 -1.52  -0.882
5 C 1.15 -1.23 -1.31  -0.661
6 N 1.96 -1.33 -0.11  -0.350
7 C 1.29 -2.00 1.03  -0.627
8 H -2.24 3.15 0.38  0.345
9 H -1.89 1.62 1.37  0.229
10 H -0.88 2.95 1.43  0.272
11 H -1.29 2.29 -1.35  0.398
12 H 0.22 2.70 -0.59  0.308
13 H 0.24 0.39 0.43  0.256
14 H 0.12 0.40 -2.45  0.418
15 H 1.53 0.95 -1.49  0.393
16 H 1.80 -1.50 -2.15  0.362
17 H 0.20 -1.79 -1.38  0.279
18 H 2.49 -0.50 0.06  0.258
19 H 1.09 -3.03 0.73  0.265
20 H 0.32 -1.53 1.26  0.229
21 H 2.00 -2.10 1.94  0.259
22 H -2.73 -1.35 1.18  0.296
23 H -1.75 -0.19 0.98  0.346
24 O -2.08 -0.82 1.65  -0.686

---

The following is a DFT calculation (ωB97M-V/def2-TZVPD) of a cluster of 3 separate species, C5H16N2O in total.

## Properties
HOMO-LUMO gap (eV): 10.13
Energy relative to the best compared isomer or geometry (same formula, charge and spin) (kcal/mol): 40.7
HOMO (eV): -9.10
Charge: 0
SMILES: COC(C)C.C=N.N

Each line ends with the Mulliken charge.
Atoms and positions in Å:
1 C 1.26 0.69 0.44  0.683
2 C 1.20 -1.55 -0.46  -0.822
3 C 2.78 0.88 0.50  -1.551
4 C 0.67 1.34 -0.80  -1.123
5 O 0.89 -0.67 0.60  -0.510
6 H 0.82 1.16 1.33  0.245
7 H 0.65 -1.29 -1.37  0.295
8 H 2.27 -1.56 -0.67  0.339
9 H 0.90 -2.54 -0.13  0.285
10 H 3.20 0.33 1.34  0.366
11 H 0.80 2.42 -0.74  0.431
12 H 3.25 0.53 -0.42  0.335
13 H 3.02 1.93 0.62  0.438
14 H 1.17 0.99 -1.70  0.297
15 H -0.40 1.13 -0.88  0.221
16 C -2.91 -0.50 -0.76  -0.257
17 N -2.02 -0.87 1.39  -0.615
18 N -2.60 0.72 -0.97  -0.517
19 H -2.26 0.05 1.79  0.266
20 H -3.34 1.39 -0.78  0.177
21 H -1.03 -0.85 1.16  0.281
22 H -2.21 -1.63 2.03  0.221
23 H -2.24 -1.26 -1.13  0.238
24 H -3.87 -0.85 -0.39  0.278

---

The following is a DFT calculation (ωB97M-V/def2-TZVPD) of a cluster of 2 separate species, C5H16N2O in total.

## Properties
HOMO-LUMO gap (eV): 9.78
Energy relative to the best compared isomer or geometry (same formula, charge and spin) (kcal/mol): 27.8
HOMO (eV): -9.08
Charge: 0
SMILES: NCCCCCN.O

Each line ends with the Mulliken charge.
Atoms and positions in Å:
1 C -1.30 -0.56 -2.27  -0.746
2 C -0.58 -0.77 -0.95  -0.479
3 C -0.99 0.11 0.20  -0.355
4 C -0.17 1.46 0.16  -0.966
5 C 1.15 1.32 0.88  -0.258
6 N 1.03 1.50 2.36  -0.662
7 N -2.69 -0.96 -2.33  -0.528
8 H -1.07 0.39 -2.78  0.310
9 H -0.79 -1.12 -3.09  0.328
10 H 0.53 -0.78 -1.05  0.308
11 H -0.82 -1.83 -0.71  0.301
12 H -1.03 -0.38 1.16  0.345
13 H -2.01 0.51 0.03  0.174
14 H -0.06 1.65 -0.92  0.335
15 H -0.84 2.28 0.43  0.443
16 H 1.44 0.30 0.66  0.193
17 H 1.88 2.08 0.57  0.263
18 H 0.06 1.45 2.64  0.248
19 H 1.46 0.68 2.78  0.261
20 H -3.31 -0.25 -1.98  0.240
21 H -2.92 -1.84 -1.88  0.237
22 H 3.20 -1.71 2.68  0.316
23 H 4.37 -1.86 1.66  0.309
24 O 3.44 -1.68 1.76  -0.617

---

Record order is preserved below.
Max |F|: 1.59 1.27 2.05 2.53 2.75 3.63 4.86 2.30 1.13 2.79 eV Å⁻¹